1.
Here is a cluster of 4 separate species, C2H12N2O3 in total from the OMol25 dataset. Energies are from wB97M-V/def2-TZVPD.

Each line ends with the Löwdin spin population.
CARTESIAN COORDINATES (ANGSTROEM)
C: -0.127 -1.074 -1.365  0.08
C: 0.978 -1.012 -0.600  0.09
N: 2.047 -1.909 -0.836  0.02
N: -1.114 -0.011 -1.377  0.07
H: -0.160 -1.672 -2.166  0.01
H: 1.029 -0.406 0.235  0.02
H: 2.792 -1.764 -0.142  0.02
H: 1.752 -2.961 -0.833  0.01
H: -1.377 0.193 -0.408  0.05
H: -1.882 -0.259 -1.943  0.04
H: -0.869 -0.601 1.948  0.04
H: -0.514 -1.557 2.902  0.04
O: -1.321 -1.079 2.707  0.11
H: -1.265 3.236 -1.363  0.04
H: -1.579 2.126 -0.356  0.04
O: -1.245 2.958 -0.416  0.11
H: 1.651 2.075 1.747  0.04
H: 0.303 2.084 0.817  0.03
O: 0.903 1.635 1.449  0.14

Calculated values
Highest occupied orbital energy (alpha / beta) in eV: 1.1 / -4.1
LUMO level (alpha / beta) in eV: 3.74 / 3.83
⟨S²⟩: 0.751
Total charge: -1
Multiplicity: 2
DFT total energy in eV: -11388.5975
Energy above the lowest of the compared OMol25 structures with the same formula, charge and spin in kJ/mol: 196.7

---

2.
Here is a structure of composition C18H31AsN2ReS6 from the OMol25 dataset. Energies are from wB97M-V/def2-TZVPD.

Each line ends with the Löwdin spin population.
CARTESIAN COORDINATES (ANGSTROEM)
Re: -1.045 -0.705 0.865  0.99
C: 1.493 -2.561 -0.329  0.01
C: 2.211 -1.852 0.800  0.01
S: 1.321 -0.384 1.448  0.01
C: 1.321 -0.757 3.234  0.00
C: 0.537 -1.987 3.635  0.00
S: -1.163 -1.955 2.951  0.01
C: -1.336 -3.669 2.366  0.01
C: -0.324 -4.049 1.299  0.00
S: -0.274 -2.845 -0.067  0.01
H: 1.536 -1.972 -1.248  0.00
H: 1.957 -3.526 -0.538  0.00
H: 2.398 -2.511 1.647  0.00
H: 3.166 -1.486 0.425  0.00
H: 2.354 -0.833 3.575  0.00
H: 0.903 0.144 3.685  0.00
H: 1.025 -2.896 3.293  0.00
H: 0.457 -2.048 4.720  0.00
H: -1.258 -4.333 3.227  0.00
H: -2.358 -3.730 1.993  0.00
H: 0.683 -4.144 1.700  0.00
H: -0.597 -5.011 0.865  0.00
S: -3.258 -1.065 0.336  0.02
C: -3.512 -0.422 -1.232  -0.03
C: -4.763 -0.546 -1.869  0.02
C: -4.945 0.010 -3.106  -0.01
C: -3.895 0.706 -3.753  0.00
C: -2.674 0.836 -3.154  0.01
C: -2.463 0.271 -1.875  -0.03
S: -0.947 0.451 -1.111  -0.02
H: -5.567 -1.076 -1.375  0.00
H: -5.905 -0.081 -3.597  0.00
H: -4.065 1.138 -4.730  0.00
H: -1.865 1.364 -3.641  0.00
S: 2.623 0.507 -1.542  0.00
C: 3.617 1.293 -2.662  0.00
N: 4.250 2.456 -2.472  0.00
C: 5.096 2.851 -3.598  0.00
C: 4.801 1.741 -4.635  0.00
N: 3.903 0.857 -3.893  0.00
H: 4.217 2.925 -1.586  0.00
H: 6.146 2.867 -3.308  0.00
H: 4.821 3.837 -3.965  0.00
H: 5.704 1.214 -4.936  0.00
H: 4.312 2.133 -5.525  0.00
H: 3.540 -0.014 -4.235  0.00
C: -0.083 2.729 1.995  0.00
As: -1.537 1.468 2.077  0.01
C: -3.025 2.450 1.353  0.00
C: -1.983 1.361 3.954  0.00
H: -0.419 3.673 2.419  0.00
H: 0.218 2.866 0.958  0.00
H: 0.771 2.362 2.562  0.00
H: -3.119 3.375 1.920  0.00
H: -3.931 1.856 1.454  0.00
H: -2.849 2.675 0.303  0.00
H: -2.065 2.373 4.345  0.00
H: -1.221 0.820 4.512  0.00
H: -2.937 0.849 4.069  0.00

Calculated values
Highest occupied orbital energy (alpha / beta) in eV: -13.0 / -13.0
LUMO level (alpha / beta) in eV: -7.67 / -7.25
⟨S²⟩: 0.868
Total charge: +2
Multiplicity: 2
DFT total energy in eV: -150118.6130
Energy above the lowest of the compared OMol25 structures with the same formula, charge and spin in kJ/mol: 3.0

---

3.
Here is a cluster of 2 separate species, C2H3NO3S in total from the OMol25 dataset. Energies are from wB97M-V/def2-TZVPD.

Each line ends with the Mulliken charge.
CARTESIAN COORDINATES (ANGSTROEM)
C: 0.580 -1.532 -1.801  -0.32
C: -1.954 0.195 0.362  0.62
N: -1.155 -0.685 0.258  -0.33
O: -2.836 0.914 0.532  -0.40
O: 1.345 -1.878 0.744  -0.49
O: 1.114 1.416 0.522  -0.59
S: 0.488 -1.260 -0.243  0.67
H: -0.315 -0.974 -2.201  0.23
H: 1.555 2.256 0.294  0.29
H: 1.180 1.549 1.532  0.32

Calculated values
Highest occupied orbital energy in eV: -10.1
LUMO level in eV: -1.20
DFT total energy in eV: -20585.1547
Energy above the lowest of the compared OMol25 structures with the same formula, charge and spin in kJ/mol: 487.4

---

4.
Here is a structure of composition C4H5InO3 from the OMol25 dataset. Energies are from wB97M-V/def2-TZVPD.

Each line ends with the Mulliken charge.
CARTESIAN COORDINATES (ANGSTROEM)
O: -0.517 0.563 -0.762  -0.25
C: -0.341 -0.683 -0.948  0.28
C: 0.641 -1.388 -0.216  0.40
C: 0.932 -2.648 -0.609  -0.43
H: -0.908 -1.172 -1.750  0.45
H: 1.142 -0.893 0.616  0.36
H: 0.522 -3.062 -1.533  0.33
H: 1.588 -3.284 -0.015  0.33
O: -1.848 2.962 0.262  -0.10
C: -0.847 2.903 0.828  0.92
O: 0.002 2.759 1.624  -0.40
In: 1.113 3.091 3.123  1.60
H: -1.479 0.852 -0.619  0.51

Calculated values
Highest occupied orbital energy (alpha / beta) in eV: -30.5 / -28.3
LUMO level (alpha / beta) in eV: -21.05 / -22.34
Total charge: +4
DFT total energy in eV: -15485.0638

---

5.
Here is a structure of composition C25H28CoGeN2O7P2S2Se4Te from the OMol25 dataset. Energies are from wB97M-V/def2-TZVPD.

Each line ends with the Löwdin spin population.
CARTESIAN COORDINATES (ANGSTROEM)
Co: 1.071 1.019 1.010  1.02
S: -4.314 -3.769 1.429  0.02
C: -5.004 -4.224 -0.078  0.06
C: -4.384 -3.581 -1.105  0.00
C: -3.343 -2.716 -0.679  0.06
C: -3.171 -2.700 0.687  0.00
C: -2.213 -1.970 1.497  0.12
C: -1.346 -1.035 0.912  0.01
N: -0.443 -0.329 1.571  0.14
C: -0.332 -0.549 2.937  0.11
C: -1.162 -1.470 3.619  0.03
C: -0.945 -1.628 5.042  0.02
C: 0.016 -0.945 5.697  -0.01
C: 0.863 -0.004 5.012  0.05
C: 1.867 0.735 5.611  0.01
C: 2.630 1.633 4.865  0.08
C: 2.353 1.736 3.493  0.00
N: 1.393 1.055 2.904  0.07
C: 0.639 0.172 3.624  0.06
C: 3.693 2.459 5.440  0.00
C: 4.411 3.456 4.837  0.03
C: 5.384 4.035 5.696  0.00
C: 5.396 3.480 6.938  0.03
S: 4.219 2.241 7.071  0.01
C: -2.100 -2.173 2.899  0.13
H: -5.812 -4.936 -0.118  0.00
H: -4.649 -3.725 -2.144  0.00
H: -2.727 -2.141 -1.353  0.00
H: -1.397 -0.837 -0.153  0.00
H: -1.584 -2.322 5.578  0.00
H: 0.167 -1.091 6.761  0.00
H: 2.051 0.604 6.673  0.00
H: 2.926 2.395 2.848  0.00
H: 4.234 3.785 3.820  0.00
H: 6.046 4.833 5.392  0.00
H: 6.026 3.726 7.777  0.00
H: -2.742 -2.881 3.412  0.01
Se: -1.816 3.062 3.252  0.58
Se: 0.031 4.326 3.119  0.38
Te: 1.053 3.603 0.740  0.00
Se: 3.183 4.727 1.213  -0.03
O: 2.957 -1.013 -1.408  0.00
P: 3.676 0.127 -0.511  0.00
O: 5.131 -0.014 -0.647  0.00
O: 2.974 0.194 0.822  0.02
O: 3.199 1.527 -1.273  0.00
P: 1.719 1.785 -1.789  0.00
O: 1.731 1.212 -3.295  0.00
O: 1.433 3.250 -1.793  0.00
O: 0.753 0.891 -1.004  -0.01
H: 2.002 -0.999 -1.243  0.00
H: 2.471 1.612 -3.772  0.00
C: 0.081 -1.761 -6.393  0.00
Ge: -1.748 -1.200 -6.025  0.00
C: -1.939 0.719 -6.306  0.00
C: -2.946 -2.125 -7.281  0.00
C: -2.196 -1.665 -4.188  0.00
Se: -0.925 -0.768 -2.986  0.00
C: -2.115 0.681 -2.488  0.00
H: 0.366 -1.511 -7.416  0.00
H: 0.181 -2.840 -6.261  0.00
H: 0.767 -1.267 -5.705  0.00
H: -1.637 0.980 -7.321  0.00
H: -1.309 1.268 -5.605  0.00
H: -2.976 1.029 -6.165  0.00
H: -2.677 -1.889 -8.312  0.00
H: -3.982 -1.822 -7.121  0.00
H: -2.883 -3.207 -7.152  0.00
H: -2.121 -2.742 -4.026  0.00
H: -3.207 -1.361 -3.913  0.00
H: -2.456 1.203 -3.379  0.00
H: -1.534 1.356 -1.864  0.00
H: -2.963 0.292 -1.924  0.00

Calculated values
Highest occupied orbital energy (alpha / beta) in eV: -0.5 / -1.9
LUMO level (alpha / beta) in eV: 3.58 / 3.33
⟨S²⟩: 3.954
Total charge: -2
Multiplicity: 4
DFT total energy in eV: -446773.7060
Energy above the lowest of the compared OMol25 structures with the same formula, charge and spin in kJ/mol: 139.4

---

6.
Here is the molecule C7H14O2 from the OMol25 dataset. Energies are from wB97M-V/def2-TZVPD.

Each line ends with the Mulliken charge.
CARTESIAN COORDINATES (ANGSTROEM)
C: 0.117 -1.240 -0.996  -0.21
C: 1.467 0.529 -0.262  0.35
C: -1.350 -0.176 -0.488  0.30
C: 0.049 1.194 0.641  -1.00
C: -1.301 1.262 -0.022  -0.52
C: 2.756 0.837 0.451  -1.43
C: -2.129 -1.087 0.444  -1.61
O: 1.245 -0.828 -0.327  -0.37
O: -0.022 -2.605 -0.847  -0.53
H: 0.046 -2.807 0.097  0.37
H: 0.191 -1.016 -2.068  0.39
H: 1.389 0.992 -1.253  0.32
H: -1.807 -0.180 -1.478  0.34
H: 0.456 2.192 0.783  0.49
H: 0.072 0.652 1.582  0.30
H: -2.110 1.504 0.669  0.31
H: -1.298 1.969 -0.851  0.29
H: 3.620 0.538 -0.142  0.37
H: 2.790 0.308 1.402  0.33
H: 2.824 1.909 0.642  0.38
H: -3.117 -0.664 0.643  0.43
H: -2.279 -2.065 -0.012  0.40
H: -1.609 -1.217 1.392  0.30

Calculated values
Highest occupied orbital energy in eV: -8.7
LUMO level in eV: 1.00
DFT total energy in eV: -11578.8360
Energy above the lowest of the compared OMol25 structures with the same formula, charge and spin in kJ/mol: 238.6